The following is a quantum chemistry calculation of C22H17BrInN12O2S7 as an isolated structure, from OMol25.

XYZ file:
```
62
Properties=species:S:1:pos:R:3
In 0.2589 0.9276 2.0010
S 5.5926 5.1427 4.5446
C 4.4324 4.0912 4.0270
S 2.9791 3.7623 4.8905
C 2.2622 2.6319 3.7613
C 2.9744 2.4005 2.6381
S 2.5743 1.3695 1.2801
S 4.4876 3.2732 2.5123
S 0.6971 1.9830 4.2055
N -2.1385 -1.5519 2.7876
C -2.6360 -0.2860 2.5333
N -3.9161 0.0144 2.6093
N -3.9669 1.3313 2.3264
N -2.7961 1.7953 2.0950
N -1.9009 0.7828 2.2192
C -0.9404 -2.0120 2.2871
N -0.6726 -3.2881 2.0718
N 0.5864 -3.2912 1.5982
N 1.0457 -2.0950 1.5336
N 0.1029 -1.2423 1.9782
H -2.8433 -2.2610 2.9105
C -0.6536 4.2056 1.4995
O -0.4226 3.0355 0.7123
C -1.2539 2.8099 -0.3402
C -2.1084 3.7421 -0.8909
C -2.9174 3.3632 -1.9593
Br -4.0957 4.6469 -2.7083
C -2.9025 2.0871 -2.4648
C -2.0389 1.1385 -1.9056
C -1.1965 1.5116 -0.8615
O -0.3339 0.6640 -0.2740
C -2.0286 -0.2589 -2.3331
N -1.3781 -1.1903 -1.6817
C -1.6061 -2.3717 -2.3599
C -1.1468 -3.6579 -2.0942
C -1.5404 -4.6593 -2.9582
C -2.3687 -4.3954 -4.0603
C -2.8312 -3.1221 -4.3331
C -2.4322 -2.1181 -3.4597
N -2.6924 -0.7585 -3.4152
H -0.3830 5.0967 0.9297
H -0.0117 4.1089 2.3719
H -1.6958 4.2373 1.8174
H -2.1677 4.7450 -0.4990
H -3.5782 1.8194 -3.2647
H -0.4598 -0.2639 -0.6775
H -0.5049 -3.8473 -1.2443
H -1.2016 -5.6716 -2.7867
H -2.6525 -5.2099 -4.7135
H -3.4699 -2.9217 -5.1829
H -3.2275 -0.2284 -4.0787
S 2.1561 -1.1630 -2.4272
C 3.4372 -1.4875 -1.4307
N 3.4036 -1.6947 -0.1269
C 4.6290 -1.9442 0.6024
C 5.7810 -2.0341 -0.4148
S 5.0868 -1.5956 -2.0383
H 2.5215 -1.7151 0.3896
H 4.5284 -2.8717 1.1683
H 4.7974 -1.1343 1.3157
H 6.1978 -3.0378 -0.4616
H 6.5791 -1.3371 -0.1708
```

Its HOMO energy is -5.1 eV. The value obtained for the HOMO-LUMO gap is 7.0 eV. The charge is -1. For the max |F|, the calculation gives 0.44 eV/Å. For the energy relative to the best compared isomer or geometry (same formula, charge and spin), the calculation gives 0.000 eV. The calculation puts the LUMO energy at 1.93 eV.